# 1
This record from OMol25 describes a 2-piece molecular cluster, C4H9P overall at a distorted geometry. The level of theory is wB97M-V/def2-TZVPD.

The geometry in XYZ format:
```
14
Properties=species:S:1:pos:R:3
P -2.94443 -0.37702 -0.94794
H 2.32119 -0.40173 -1.89265
H 0.35789 0.32089 -0.79042
H -3.90369 -1.23578 -1.55033
H 3.34836 0.78221 -0.77550
H 0.36616 1.29994 1.39297
H -3.74353 -1.50540 1.19994
H -2.86174 0.07637 1.36317
C 2.53753 -0.07309 -0.80179
C 1.24697 0.46398 -0.18760
H 2.79418 -0.81891 -0.13570
C -3.11923 -0.76437 0.65302
H 2.26229 1.20411 1.44195
C 1.33805 1.02881 1.03087
```

The structure (SMILES) is C=CC.C=P. As for the electronic energy: -499.0345 Eh. The HOMO-LUMO gap is 0.3453 Eh. The relative energy (zero: lowest compared OMol25 entry of this formula, charge and spin) comes out at 1.879 eV. Its net charge is 0.



# 2
This record from OMol25 describes a 2-piece molecular cluster, C3HO3 overall at a distorted geometry. The level of theory is wB97M-V/def2-TZVPD.

The geometry in XYZ format:
```
7
Properties=species:S:1:pos:R:3
C -1.75649 1.60914 1.17153
O -1.76366 -1.63623 -1.72127
C -0.45689 -0.01468 -0.29433
O -1.11242 2.57145 1.23945
O -0.46528 0.33245 -1.81361
H 0.54821 -0.27158 0.03565
C -1.05916 -0.75614 -1.29085
```

As for the electronic energy: -340.5749 Eh. The HOMO-LUMO gap is 0.2534 Eh. The relative energy (zero: lowest compared OMol25 entry of this formula, charge and spin) comes out at 2.929 eV. Its net charge is -1.



# 3
This record from OMol25 describes one molecule with the formula C7H11NO at a distorted geometry. The level of theory is wB97M-V/def2-TZVPD.

The geometry in XYZ format:
```
20
Properties=species:S:1:pos:R:3
C -1.58266 -2.00196 -0.56157
H -0.67360 1.66937 2.15627
H -2.36942 -1.49355 -1.13060
H -1.90326 0.71012 0.08579
O 0.21918 2.10501 0.43673
N 0.69825 -1.45798 0.43019
C -0.19449 1.07455 1.33973
H 0.71501 -1.42228 -1.71231
H -2.07596 -2.51766 0.28596
H -1.78159 -0.31126 1.54334
H 1.67081 2.60775 -0.86035
C 1.10843 1.72124 -0.52170
H 0.70884 0.55892 1.70671
H -1.05671 -2.72820 -1.17710
C 1.36089 0.52402 -1.03993
C -1.21802 0.13096 0.73169
H 0.85948 -2.45192 0.19877
H 2.14868 0.49715 -1.79327
C -0.57633 -0.99124 -0.05098
C 0.62158 -0.74967 -0.86531
```

The structure (SMILES) is C[C@]12CCOC=C[C@H]1N2. As for the electronic energy: -403.2599 Eh. The HOMO-LUMO gap is 0.3488 Eh. The relative energy (zero: lowest compared OMol25 entry of this formula, charge and spin) comes out at 2.015 eV. Its net charge is 0.



# 4
This record from OMol25 describes a 2-piece molecular cluster, C2H5N3O2S overall at a distorted geometry. The level of theory is wB97M-V/def2-TZVPD.

The geometry in XYZ format:
```
13
Properties=species:S:1:pos:R:3
H -3.51990 0.32025 -0.54337
S -1.83104 -0.15287 1.23960
H 2.92884 0.06728 -0.38318
O -0.81134 0.27185 -1.59782
O -3.26134 0.24624 0.59777
N 1.56817 1.22372 0.64845
H 2.28075 -0.58168 1.22770
H 0.71380 -1.41411 -0.89369
N 0.51387 1.50850 0.16971
N 1.00023 -0.53537 -0.48889
C -0.01094 0.49297 -0.69617
H -1.63893 -1.35127 0.49297
C 2.06782 -0.09552 0.22690
```

The structure (SMILES) is O=C1N=NCN1.OS. As for the electronic energy: -792.0029 Eh. The HOMO-LUMO gap is 0.3216 Eh. The relative energy (zero: lowest compared OMol25 entry of this formula, charge and spin) comes out at 4.417 eV. Its net charge is 0.



# 5
This record from OMol25 describes C36H37NOP2Sn as an isolated structure at a distorted geometry. The level of theory is wB97M-V/def2-TZVPD.

The geometry in XYZ format:
```
78
Properties=species:S:1:pos:R:3
C 2.91045 2.69462 1.01652
C 0.83844 1.61483 -2.53523
H -1.10635 -2.00880 -2.57156
H -3.03694 3.96957 0.34416
H -1.79472 -1.30690 -4.03659
C -3.41694 2.93309 0.31645
H -2.69278 1.77100 -1.76423
C -1.43844 1.79323 -3.65663
H -6.29190 1.12686 0.13205
H 5.28242 0.30565 0.95161
H 3.83712 5.26322 -1.00227
C -2.51481 1.87272 0.45360
H -3.95103 -5.15298 -0.34441
H 1.40636 2.24797 -1.79907
C -1.21157 -1.06869 -3.11900
C 6.02920 -1.57688 1.76135
C -2.91278 0.50917 0.57965
C -0.20982 -1.36160 -0.10728
C -3.68709 -4.46009 0.46159
H 4.07393 -4.08951 2.95254
C -3.97382 -3.80045 2.77963
P -1.73604 -0.86458 0.90311
H 4.07485 3.33062 -2.58652
C -1.37618 -0.29892 3.77968
H 3.97140 0.95327 -1.73775
H -4.44899 -3.97793 3.75320
H 6.45007 -3.58584 2.46236
C -2.84845 -3.36254 0.25480
Sn 0.15412 1.43276 0.96093
H -1.45668 2.24586 0.26481
H 0.55267 1.59617 3.57073
C 1.24726 1.04125 2.89133
C -3.15538 -2.68708 2.57223
C 4.33676 -3.16451 2.45212
H 0.70234 -1.44699 -3.90278
H 2.04396 -0.08053 -2.34121
H -2.40681 -3.19714 -0.72337
C 3.72929 1.80003 -1.09185
P 2.39997 -0.06576 0.66718
H 2.30260 1.33356 3.15611
H 1.71454 -1.64559 -1.00020
C -2.58836 -2.44299 1.30104
C 3.33005 -2.30395 2.04186
C 0.18415 -0.53950 -3.57956
H -2.85578 -0.68219 -1.62851
H -4.80793 -5.60243 1.92719
C -2.06067 1.13668 -2.41883
C -4.77214 2.65528 0.11863
H 2.28740 -2.57640 2.19793
C -4.31326 0.27224 0.50066
H -0.00299 -0.01575 -4.53428
N -1.26082 -0.03549 2.59097
H 7.07984 -1.28824 1.73296
O -1.38885 -0.53863 4.95690
C 0.01653 2.30333 -3.57604
C 5.67942 -2.84867 2.23465
C 3.65482 4.22758 -0.67800
C 1.14646 -1.09243 -0.22561
H -4.69177 -0.73525 0.68033
H 2.88971 4.78542 1.32681
H 2.47917 2.64711 2.00984
H -0.54007 -2.09610 -0.87581
H 1.26208 -0.04059 3.07239
H -1.43034 0.99788 -4.44869
H -2.11099 2.59454 -4.08953
C 1.06213 0.30215 -2.68167
H -2.97560 -2.00591 3.39866
C 5.03898 -0.68760 1.33795
C 3.87046 3.12350 -1.52735
C -4.20836 -4.70606 1.73923
H 0.03573 3.39613 -3.46480
C -2.06555 -0.18963 -2.25737
C 3.68035 -1.09319 1.39764
H 0.40219 2.10040 -4.60311
C -5.21216 1.32324 0.22782
C 3.10312 1.56104 0.16664
C 3.15968 3.98508 0.61220
H -5.46685 3.47727 -0.10096
```

As for the electronic energy: -2420.1130 Eh. The HOMO-LUMO gap is 0.2006 Eh. Its net charge is +2.



# 6
This record from OMol25 describes C47H37GeN6O4V as an isolated structure. The level of theory is wB97M-V/def2-TZVPD.

The geometry in XYZ format:
```
96
Properties=species:S:1:pos:R:3
H 1.63561 0.26302 7.06899
C -1.87642 -0.69808 -2.89930
C -0.48303 -3.09500 2.06778
C -1.32840 -5.79622 2.20529
C 2.95448 2.24999 0.42115
H -1.16345 0.90672 -1.68813
C 3.57644 -3.79727 -1.85931
C -2.25170 -4.79133 2.15760
H -1.13093 -1.64678 4.41221
H 0.76472 1.22018 -1.95490
H 1.33388 3.41812 -2.87337
C -3.43611 2.87592 -1.38505
C 1.22939 3.37403 3.01429
C -1.25188 -0.16817 -1.77680
H 3.99646 4.12311 0.40397
H -1.63688 -6.83024 2.25054
H -4.99161 1.37844 -1.41553
C -2.00634 -2.07807 -2.97166
H 0.02961 -1.59869 6.60614
C 1.77381 0.78414 -4.56349
C 0.55461 1.12318 3.99595
C 1.27510 1.20358 5.17880
C -3.42282 0.91004 -0.04196
C 1.93380 5.55650 1.88201
O -0.02763 -1.87782 1.96603
V -0.92316 -0.09444 1.70451
H 1.58739 -1.10172 -2.31344
C -4.04895 1.69456 -0.99219
H -0.10176 4.80999 0.29073
H -2.52000 -2.53543 -3.80791
H 1.90914 3.65934 3.80718
C -0.00725 2.27299 -5.82612
H 1.72805 3.15455 -6.74961
H -4.56804 -3.45273 2.89465
C -1.84883 1.07342 -4.70838
C 2.80459 -2.84299 -2.51293
H 4.34747 -4.47013 0.02527
N -0.29037 0.10596 3.74474
H -3.30395 -5.03896 2.16334
C 2.69756 3.91260 -1.29014
C 1.78754 3.09074 -1.94507
H -0.72886 2.88299 -6.35051
H 1.49868 -3.90453 2.14762
C 3.11277 -2.72976 0.23976
C -2.24697 3.25427 -0.78435
H 3.25694 -2.68300 1.31383
C 1.35232 2.41804 -6.04848
C 0.44904 -4.15618 2.14734
H -3.88668 3.50525 -2.14049
H 2.27204 -0.30298 2.04454
C -1.44033 -2.85699 -1.97524
C 1.09283 0.21953 6.13453
C -0.45392 -0.84203 4.66813
C -0.80363 -2.23408 -0.92057
C -1.70492 2.43167 0.19380
N -2.27009 1.25911 0.52925
H -2.48139 1.66719 -5.35877
C -1.86755 -3.42759 2.09486
H 2.93006 4.89415 -1.67940
C 2.19080 -1.83507 -1.79036
C 0.20500 -0.81681 5.88203
H 3.41027 1.94620 1.35758
O -2.58858 -1.18882 1.97027
H 2.68466 -2.88491 -3.58805
C 2.33468 -1.77100 -0.40357
H 4.05892 -4.58220 -2.42640
N -0.22675 1.85747 1.91776
H -3.54715 0.12827 -4.01489
N 2.25416 1.66954 -5.42494
C -2.46796 0.19591 -3.91484
C 2.02829 1.42506 -0.22013
H 0.77626 -6.24793 2.26131
C 3.29902 3.48149 -0.11819
H -1.75535 4.17891 -1.04815
O 2.76999 5.65255 2.79110
C 3.73474 -3.73829 -0.48425
C -4.33816 -2.73834 2.10665
H -4.90272 -1.82360 2.26444
Ge 1.68788 -0.27640 0.62140
N -0.74199 -0.90198 -0.78608
H 2.50986 0.18507 -4.03672
H -0.29695 -2.81969 -0.16936
C -0.54551 2.80355 1.02331
C -2.87491 -2.40676 2.05396
C 0.08441 4.02876 1.01633
C 0.03571 -5.45974 2.20874
N 0.50014 0.55825 -4.26412
C 1.04674 4.29056 1.98426
C 0.57713 2.15959 2.94731
C -0.40648 1.30259 -4.91248
C 1.45733 1.85329 -1.41673
H -4.64611 -3.18887 1.16009
H 1.95347 2.02756 5.34453
O 1.67137 6.26702 0.89989
H -3.83646 -0.03681 0.28011
H -1.47627 -3.93655 -2.01355
```

As for the electronic energy: -5463.5266 Eh. Its multiplicity is 4. The HOMO-LUMO gap (alpha / beta) is 0.2469 / 0.2130 Eh. The relative energy (zero: lowest compared OMol25 entry of this formula, charge and spin) comes out at 1.838 eV. Its net charge is +1. The expectation value of S² is 3.77.



Among the records above, which one has the highest electronic energy?
C3HO3